{"formula": "H12O6", "method": "ωB97M-V with the def2-TZVPD basis set", "symbols": ["H", "O", "H", "H", "O", "H", "H", "O", "O", "O", "H", "H", "H", "H", "O", "H", "H", "H"], "positions_angstrom": [[0.725, 2.608, 1.887], [-0.687, -0.744, 0.347], [-1.020, -2.697, 0.978], [-0.671, 2.622, -0.193], [-1.095, -3.521, 1.479], [0.561, -0.511, -2.784], [-0.894, -3.270, 2.386], [0.981, 3.079, 2.701], [-0.046, -0.112, -3.439], [-0.905, 2.354, 0.706], [-1.609, 2.960, 0.969], [-0.471, 0.174, 0.558], [-0.110, -0.767, -4.141], [2.200, -1.163, -1.220], [1.465, -1.663, -1.596], [-1.236, -0.685, -0.448], [0.872, -1.828, -0.847], [1.940, 3.165, 2.661]], "nbo_charge": [0.48, -0.98, 0.48, 0.48, -0.95, 0.49, 0.47, -0.95, -0.98, -0.97, 0.50, 0.50, 0.47, 0.48, -0.96, 0.49, 0.50, 0.46], "homo_ev": -11.1, "smiles": "O.O.O.O.O.O", "energy_ev": -12480.08885, "de_lowest_ev": 1.025}



{"formula": "C35H88AsF6N4O17", "method": "ωB97M-V with the def2-TZVPD basis set", "symbols": ["F", "H", "H", "H", "C", "H", "O", "H", "H", "H", "C", "H", "H", "C", "C", "N", "H", "C", "H", "H", "O", "H", "O", "H", "C", "C", "C", "O", "F", "H", "H", "C", "H", "H", "O", "H", "H", "H", "O", "N", "C", "H", "H", "H", "C", "O", "H", "H", "O", "F", "F", "H", "H", "H", "C", "H", "C", "H", "H", "H", "C", "N", "H", "H", "H", "H", "H", "H", "H", "H", "H", "H", "O", "C", "C", "H", "H", "H", "H", "H", "H", "C", "H", "H", "O", "H", "H", "H", "H", "H", "O", "O", "H", "H", "C", "H", "C", "H", "H", "O", "C", "C", "C", "C", "H", "H", "O", "C", "H", "H", "H", "F", "H", "H", "H", "C", "C", "H", "H", "H", "C", "H", "H", "C", "H", "C", "C", "C", "H", "N", "H", "O", "H", "C", "As", "H", "H", "H", "H", "O", "H", "C", "H", "H", "F", "C", "C", "H", "O", "H", "H"], "positions_angstrom": [[-1.548, -0.027, -0.968], [4.659, -3.841, 4.602], [-1.846, 3.066, 0.893], [1.263, -8.066, 6.281], [-0.860, 6.218, -1.384], [-8.585, 0.815, 3.648], [0.870, -1.982, 4.851], [5.188, -0.407, -2.167], [-3.243, 2.621, -8.098], [5.549, -0.667, -0.587], [-0.441, 3.028, -3.231], [-5.284, 3.519, 1.490], [-4.544, -3.857, 1.875], [2.910, -3.298, -1.124], [3.992, 1.461, -0.554], [-5.222, 2.924, 0.676], [-3.570, 2.345, -0.622], [5.748, 0.072, -1.363], [-1.282, -4.077, 1.203], [3.413, 3.322, 2.073], [-2.049, -1.883, -4.719], [-1.639, -5.594, 0.467], [-0.866, 5.294, -2.442], [1.903, -6.062, -1.560], [2.097, 2.296, 3.117], [-1.944, -1.775, -8.199], [-0.079, 4.162, -2.213], [-2.360, -1.923, -6.864], [-0.956, 0.114, 1.557], [5.452, 8.241, 1.865], [6.805, 0.124, -1.622], [-3.649, -2.338, 1.317], [3.693, 5.866, 2.058], [2.924, -4.343, -1.436], [5.369, 6.415, 0.808], [-0.332, -3.623, -4.000], [0.990, 4.373, -2.189], [0.548, 2.116, -6.287], [5.257, -5.239, 2.290], [4.006, 3.847, 0.250], [-0.985, -3.335, -3.176], [-1.291, 7.167, -1.702], [3.506, 3.170, -1.729], [0.169, 6.410, -1.077], [0.898, -1.729, 3.455], [-1.741, 3.368, -6.856], [-2.127, -2.662, -8.805], [-0.268, -4.785, 5.703], [5.318, 1.354, -1.075], [0.783, -0.886, -1.405], [-0.644, -1.989, 0.262], [-3.015, 4.417, -8.067], [2.334, 2.921, -0.430], [1.935, -2.938, -1.451], [3.456, 5.156, 0.008], [1.725, -1.720, 5.200], [-1.663, 2.297, -5.904], [-0.252, -6.475, 2.340], [2.634, -6.410, 0.060], [-8.235, 2.108, 4.740], [-0.380, -4.907, 3.492], [0.057, 3.281, -4.603], [-0.376, -7.643, 6.601], [0.409, -4.411, -0.304], [0.227, 2.267, -2.826], [-1.836, 5.384, 3.463], [-3.816, 4.007, -0.354], [3.547, -5.264, 4.636], [-0.998, -4.014, 3.573], [-4.710, 1.262, 1.830], [-1.980, 1.347, -6.334], [-2.558, -1.011, -8.676], [3.276, 3.101, 2.997], [3.672, -4.223, 4.340], [1.863, -6.679, -0.663], [-0.553, -1.217, -3.570], [-0.335, -3.349, -2.301], [-3.200, -2.183, 2.298], [-3.770, -1.386, 0.799], [-2.308, 2.492, -5.047], [-0.803, 4.567, 2.185], [-8.218, 1.841, 3.683], [-1.310, -6.065, 5.152], [-7.070, 0.403, 1.833], [-6.958, 2.008, 3.050], [3.334, -1.992, 0.531], [3.005, -3.646, 4.980], [-1.476, 2.764, -3.014], [-0.023, 1.136, -5.057], [5.001, 3.803, 0.084], [0.664, -6.515, 0.068], [0.547, -6.528, 5.119], [-9.024, 2.392, 3.198], [0.621, -4.598, 3.190], [4.324, -4.485, 2.009], [-3.761, 3.583, -6.654], [0.442, -5.164, 0.482], [-7.695, 1.853, 1.074], [3.728, -2.790, -1.635], [3.478, -3.954, 2.932], [-0.406, -5.511, 4.901], [-5.482, 1.574, 1.127], [5.894, 7.245, 1.846], [-1.496, -1.541, -5.829], [3.292, 0.776, -1.034], [1.227, -4.952, 1.207], [-4.754, -3.102, 1.321], [-6.903, 1.474, 1.720], [2.185, -3.139, 1.008], [-2.798, 2.286, 2.095], [-0.882, -1.598, -8.371], [1.408, -0.599, 0.904], [1.997, -7.670, -1.097], [-2.898, -2.846, 0.712], [6.955, 7.380, 1.637], [0.597, -7.208, 6.371], [-0.179, 2.131, -5.475], [-1.757, -4.105, -3.160], [1.210, 2.612, 2.568], [-0.405, 4.111, -4.946], [-1.694, 4.522, 2.811], [2.419, 1.308, 2.788], [2.367, 5.211, 0.008], [3.394, 2.886, -0.683], [0.891, -0.668, 3.204], [-1.387, -1.914, -3.489], [-2.828, 3.096, 1.366], [3.081, -3.044, 0.395], [-0.033, -2.035, 2.978], [-0.989, -5.794, 2.452], [-1.299, 5.873, -0.448], [4.147, -3.930, 0.746], [-2.005, -1.473, -2.707], [-3.846, 3.048, 0.164], [-0.097, -0.327, 0.058], [3.874, 1.088, 0.464], [1.794, 2.374, 4.161], [3.737, 5.551, -0.968], [1.752, -2.134, 2.913], [-0.391, -1.019, -6.015], [-1.437, 3.642, 3.401], [3.960, 6.159, 1.043], [5.717, 6.775, 2.814], [0.870, -6.623, 7.249], [0.356, 1.390, -0.156], [-0.947, -5.113, 1.159], [-3.054, 3.499, -7.480], [-0.273, 3.762, -1.217], [-2.817, 4.371, 1.943], [3.391, 7.086, 0.974], [-5.369, 0.969, 0.227]], "lowdin_spin": [0.00, 0.00, 0.00, 0.00, 0.00, 0.00, 0.00, 0.00, 0.00, 0.00, 0.07, 0.00, 0.00, 0.00, 0.00, 0.00, 0.00, 0.00, 0.00, 0.00, 0.00, 0.00, 0.00, 0.00, 0.00, 0.00, 0.01, 0.00, 0.00, 0.00, 0.00, 0.00, 0.00, 0.00, 0.00, 0.00, 0.00, 0.01, 0.00, 0.00, 0.00, 0.00, 0.00, 0.00, 0.00, 0.00, 0.00, 0.00, 0.00, 0.00, 0.00, 0.00, 0.00, 0.00, 0.00, 0.00, 0.07, 0.00, 0.00, 0.00, 0.00, 0.67, 0.00, 0.00, 0.01, 0.00, 0.00, 0.00, 0.00, 0.00, 0.01, 0.00, 0.00, 0.00, 0.00, 0.00, 0.00, 0.00, 0.00, 0.00, 0.00, 0.00, 0.00, 0.00, 0.00, 0.00, 0.00, 0.03, 0.00, 0.00, 0.00, 0.00, 0.00, 0.00, 0.00, 0.00, 0.00, 0.00, 0.00, 0.00, 0.00, 0.00, 0.00, 0.00, 0.00, 0.00, 0.00, 0.00, 0.00, 0.00, 0.00, 0.00, 0.00, 0.00, 0.00, 0.00, 0.07, 0.00, 0.00, 0.02, 0.00, 0.00, 0.00, 0.00, 0.00, 0.00, 0.00, 0.00, 0.00, 0.00, 0.00, 0.00, 0.00, 0.00, 0.00, 0.00, 0.00, 0.00, 0.00, 0.00, 0.00, 0.00, 0.00, 0.00, 0.00, 0.00, 0.00, 0.00, 0.00, 0.00, 0.00], "homo_ev": [-8.6, -8.6], "energy_ev": -155625.35007, "multiplicity": 2}